{"formula": "C5H4O", "method": "ωB97M-V with the def2-TZVPD basis set", "elements": ["O", "H", "H", "C", "H", "C", "C", "C", "C", "H"], "positions_angstrom": [[-1.243, -1.567, 0.090], [-2.302, 0.162, -0.181], [-1.259, 2.286, 0.026], [1.140, -0.075, -0.049], [0.547, 2.636, 0.210], [-1.310, -0.370, -0.095], [2.201, -0.685, 0.004], [-0.268, 1.944, 0.036], [-0.130, 0.611, -0.025], [3.170, -1.110, -0.009]], "lowdin_charge": [0.064, 0.127, 0.048, -0.100, 0.085, -0.218, 0.149, 0.103, -0.280, 0.023], "e_above_lowest_ev": 1.5968, "homo_lumo_gap_ev": 9.53, "lumo_ev": -0.191, "charge": 0, "smiles": "C#CC(=C)C=O", "homo_ha": -0.357}